(1)
The following is a quantum chemistry calculation of a cluster of 3 separate species, C7H10 in total, from the Open Molecules 2025 dataset.

XYZ file:
```
17
C7H10, DFT ωB97M-V/def2-TZVPD
C 1.12 1.29 0.23
C 2.06 0.25 0.16
C 0.24 0.12 0.12
C -0.66 -0.36 1.24
C -1.80 -1.01 0.51
C -1.56 -1.01 -0.81
C -0.31 -0.32 -1.11
H 0.54 1.85 -1.14
H 1.09 1.89 1.13
H 2.79 0.07 0.96
H 2.28 -0.25 -0.78
H -0.14 -1.10 1.86
H -0.98 0.45 1.91
H -2.67 -1.43 1.00
H -2.20 -1.45 -1.57
H 0.25 -0.50 -2.02
H -0.05 1.50 -1.69
```

Properties
Kohn-Sham gap: 7.76 eV
LUMO: 0.4 eV

(2)
The following is a quantum chemistry calculation of a structure of composition C30H38N7O6PS2Ti in a non-equilibrium geometry, from the Open Molecules 2025 dataset.

XYZ file:
```
85
C30H38N7O6PS2Ti, DFT ωB97M-V/def2-TZVPD
Ti 0.65 -0.33 0.15
C 2.91 0.32 2.54
C 1.46 0.27 2.14
N 0.87 -0.97 2.03
N -0.20 -1.27 2.87
C -1.18 -1.82 2.24
S -1.25 -2.00 0.51
S -2.54 -2.42 3.22
C -3.83 -1.28 2.61
C -4.10 -0.11 3.53
C -3.05 0.63 4.07
C -3.31 1.72 4.88
C -4.62 2.09 5.17
C -5.67 1.35 4.64
C -5.41 0.26 3.83
C 0.65 1.44 2.56
C 0.97 2.34 3.57
C 0.16 3.44 3.83
C -0.98 3.67 3.06
C -1.32 2.80 2.04
C -0.50 1.70 1.77
O -0.72 0.89 0.75
H 3.42 -0.61 2.30
H 3.45 1.16 2.08
H 3.01 0.45 3.63
H -3.50 -0.94 1.63
H -4.75 -1.85 2.46
H -2.03 0.34 3.86
H -2.49 2.30 5.28
H -4.82 2.94 5.80
H -6.69 1.62 4.86
H -6.23 -0.32 3.42
H 1.85 2.18 4.17
H 0.42 4.12 4.63
H -1.61 4.52 3.28
H -2.20 2.95 1.44
N 4.89 0.37 -0.67
C 5.09 -0.94 -0.28
C 3.87 -1.46 -0.03
N 2.90 -0.51 -0.25
C 3.55 0.59 -0.62
C 2.76 1.77 -0.81
N 1.48 1.65 -0.53
C 0.91 2.86 -0.81
C 1.86 3.72 -1.26
N 3.05 3.02 -1.26
H 5.60 1.05 -0.84
H 6.08 -1.37 -0.23
H 3.61 -2.46 0.28
H -0.14 3.03 -0.62
H 1.81 4.75 -1.54
H 3.95 3.37 -1.54
C 1.07 -4.43 1.15
O 1.01 -4.51 -0.29
P 1.23 -3.20 -1.18
O 2.63 -3.65 -1.92
C 3.08 -2.80 -2.96
O 0.26 -3.51 -2.45
C -1.15 -3.66 -2.30
H 0.12 -4.79 1.54
H 1.23 -3.40 1.48
H 1.89 -5.07 1.48
H 4.14 -3.02 -3.12
H 2.97 -1.75 -2.70
H 2.53 -3.00 -3.88
H -1.52 -4.09 -3.24
H -1.63 -2.70 -2.10
H -1.39 -4.34 -1.48
O 1.42 0.27 -3.46
C 0.24 -0.19 -3.08
O -0.05 -0.37 -1.92
C -0.73 -0.50 -4.21
N -0.14 -0.04 -5.48
C -0.98 1.05 -6.02
C -1.76 1.55 -4.81
C -2.04 0.26 -4.04
H -0.86 -1.59 -4.19
H -0.03 -0.79 -6.14
H 1.33 0.32 -4.45
H -1.67 0.67 -6.78
H -0.36 1.82 -6.48
H -2.66 2.09 -5.09
H -1.14 2.22 -4.21
H -2.85 -0.29 -4.51
H -2.29 0.41 -2.99
```

Properties
Kohn-Sham gap (spin up / spin down): 5.83 / 5.83 eV
LUMO (spin up / spin down): -0.3 / -0.3 eV

(3)
The following is a quantum chemistry calculation of a cluster of 2 separate species, C2H10N3O in total in a non-equilibrium geometry, from the Open Molecules 2025 dataset.

XYZ file:
```
16
C2H10N3O, DFT ωB97M-V/def2-TZVPD
C -0.75 -0.37 -0.48
C -0.24 0.98 -0.26
N 0.31 -0.17 0.59
N -0.92 2.03 0.31
N -1.97 -0.91 -0.06
O 2.62 -1.40 -0.13
H -0.32 -0.76 -1.36
H 0.54 1.39 -0.92
H 1.33 -0.43 0.32
H 0.12 0.01 1.54
H -1.98 2.00 0.19
H -0.64 2.99 0.53
H -2.57 -0.76 0.73
H 3.52 -1.33 0.26
H -1.79 -1.92 -0.16
H 2.75 -1.37 -1.09
```

Properties
Kohn-Sham gap: 10.93 eV
LUMO: -3.0 eV
net charge: +1

(4)
The following is a quantum chemistry calculation of a structure of composition C38H30OPPtS2 in a non-equilibrium geometry, from the Open Molecules 2025 dataset.

XYZ file:
```
73
C38H30OPPtS2, DFT ωB97M-V/def2-TZVPD
Pt -0.67 -0.08 1.19
C 5.02 3.39 0.90
C 4.14 3.09 1.92
C 2.94 2.43 1.65
C 2.62 2.08 0.35
C 3.52 2.39 -0.68
C 4.70 3.04 -0.41
P 1.02 1.25 0.06
C 1.38 0.18 -1.40
C 2.61 -0.46 -1.55
C 2.81 -1.39 -2.56
C 1.78 -1.70 -3.44
C 0.55 -1.08 -3.28
C 0.35 -0.16 -2.27
C -0.08 2.51 -0.64
C 0.31 3.61 -1.34
C -0.66 4.50 -1.86
C -1.99 4.25 -1.68
C -2.43 3.11 -0.97
C -3.81 2.84 -0.78
C -4.21 1.73 -0.10
C -3.25 0.83 0.44
C -1.91 1.08 0.31
C -1.46 2.23 -0.44
H 5.94 3.92 1.11
H 4.36 3.37 2.94
H 2.24 2.21 2.45
H 3.28 2.12 -1.70
H 5.39 3.28 -1.22
H 3.42 -0.24 -0.87
H 3.77 -1.88 -2.65
H 1.93 -2.42 -4.23
H -0.27 -1.33 -3.95
H -0.63 0.29 -2.14
H 1.36 3.83 -1.47
H -0.33 5.38 -2.40
H -2.73 4.93 -2.08
H -4.54 3.54 -1.19
H -5.26 1.52 0.03
H -3.58 -0.03 1.00
C -1.76 5.56 1.57
O -1.57 4.28 2.15
C -0.33 3.91 2.56
S 0.96 4.97 2.38
S -0.31 2.32 3.14
H -2.81 5.60 1.31
H -1.13 5.69 0.69
H -1.51 6.35 2.29
C -2.37 -6.69 -1.16
C -1.12 -6.10 -1.06
C -0.99 -4.77 -0.71
C -2.11 -3.99 -0.44
C -3.36 -4.58 -0.57
C -3.50 -5.91 -0.92
C -2.01 -2.57 -0.03
C -1.10 -2.02 0.77
C -0.07 -2.78 1.51
C 1.28 -2.54 1.29
C 2.25 -3.21 2.03
C 1.88 -4.13 2.99
C 0.52 -4.37 3.22
C -0.44 -3.70 2.50
H -2.47 -7.73 -1.43
H -0.23 -6.69 -1.26
H 0.00 -4.32 -0.66
H -4.25 -3.98 -0.37
H -4.49 -6.35 -1.01
H -2.79 -1.93 -0.44
H 1.58 -1.83 0.52
H 3.30 -3.02 1.84
H 2.63 -4.66 3.57
H 0.22 -5.09 3.98
H -1.49 -3.89 2.67
```

Properties
Kohn-Sham gap: 6.32 eV
LUMO: 2.5 eV
net charge: -1

(5)
The following is a quantum chemistry calculation of an isolated molecule of C5H8ClNS in a non-equilibrium geometry, from the Open Molecules 2025 dataset.

XYZ file:
```
16
C5H8ClNS, DFT ωB97M-V/def2-TZVPD
C -0.85 -0.15 1.34
C 0.13 -0.38 0.22
C 1.54 0.15 0.45
C -0.03 -1.58 -0.67
C -1.43 0.31 -1.66
H -0.47 -0.62 2.30
H -1.00 0.93 1.55
H -1.79 -0.59 1.11
H 1.51 1.20 0.75
H 2.13 0.05 -0.48
H 0.84 -2.05 -1.11
H -0.91 -2.22 -0.47
H -1.87 -0.32 -2.46
N -0.31 -0.25 -1.13
S -2.06 1.76 -1.28
Cl 2.39 -0.76 1.72
```

Properties
Kohn-Sham gap: 8.99 eV
LUMO: 0.3 eV
SMILES: C[C@@]1(CCl)CN1C=S

(6)
The following is a quantum chemistry calculation of a structure of composition C6H8N2O in a non-equilibrium geometry, from the Open Molecules 2025 dataset.

XYZ file:
```
17
C6H8N2O, DFT ωB97M-V/def2-TZVPD
C 0.30 0.39 0.63
C 1.98 0.05 -0.22
C -0.73 -0.55 0.58
C 1.23 0.83 -0.88
C -0.29 -1.99 0.58
C -0.83 2.28 -0.75
N -1.91 -0.07 0.64
N 0.32 1.58 -0.19
O 2.77 -1.07 -0.33
H -0.20 -2.49 1.61
H -1.00 -2.64 0.12
H 0.70 -1.89 -0.03
H -0.49 3.14 -1.29
H -1.38 1.57 -1.45
H -1.39 2.63 0.05
H -2.68 -0.81 0.75
H 3.60 -0.97 0.20
```

Properties
Kohn-Sham gap: 7.65 eV
LUMO: -0.3 eV

(7)
The following is a quantum chemistry calculation of a structure of composition C14H21NPSr in a non-equilibrium geometry, from the Open Molecules 2025 dataset.

XYZ file:
```
38
C14H21NPSr, DFT ωB97M-V/def2-TZVPD
C 3.90 -1.41 3.43
Sr 2.76 -1.61 1.47
N 3.18 -1.42 -0.89
H 0.83 -0.50 2.80
H 1.10 -1.19 2.87
H 3.21 -1.40 4.28
H 4.32 -0.42 3.24
H 4.42 -2.36 3.17
H 3.07 -0.56 -1.39
H 2.58 -2.05 -1.45
H 4.17 -1.65 -0.95
C -0.53 -2.06 -0.80
P -0.04 -0.57 0.10
C 0.05 0.58 -1.36
C 1.09 1.53 -1.36
C 1.23 2.42 -2.42
C 0.35 2.38 -3.50
C -0.70 1.45 -3.52
C -0.85 0.57 -2.44
C -1.67 -0.01 0.75
C -2.89 -0.70 0.62
C -4.06 -0.20 1.20
C -4.01 0.99 1.92
C -2.80 1.68 2.09
C -1.64 1.17 1.51
H 0.29 -2.51 -1.36
H -1.34 -1.88 -1.51
H -0.87 -2.86 -0.13
H 1.75 1.57 -0.50
H 2.03 3.17 -2.38
H 0.46 3.09 -4.31
H -1.41 1.42 -4.36
H -1.68 -0.12 -2.45
H -2.91 -1.61 0.05
H -5.02 -0.70 1.04
H -4.92 1.43 2.32
H -2.76 2.64 2.62
H -0.68 1.67 1.62
```

Properties
Kohn-Sham gap: 2.68 eV
LUMO: 2.5 eV
net charge: -1

(8)
The following is a quantum chemistry calculation of an isolated molecule of C23H29N3O3, from the Open Molecules 2025 dataset.

XYZ file:
```
58
C23H29N3O3, DFT ωB97M-V/def2-TZVPD
C -3.98 0.36 0.37
C -2.68 -0.26 0.84
H -2.77 -1.35 0.96
H -2.36 0.17 1.80
O -1.66 0.02 -0.12
C -0.68 -0.86 -0.25
O -0.61 -1.90 0.35
C 0.35 -0.42 -1.29
C 1.72 -0.99 -0.87
H 1.56 -2.00 -0.50
H 2.38 -1.05 -1.74
C 2.36 -0.10 0.21
N 1.34 0.65 0.90
C 0.73 0.32 2.06
O -0.23 0.95 2.48
C 1.30 -0.83 2.87
H 1.52 -1.69 2.24
C 2.55 -0.37 3.65
C 2.26 0.96 4.29
N 2.70 2.04 3.66
C 2.39 3.22 4.17
C 1.63 3.33 5.33
N 1.20 2.25 5.97
C 1.51 1.08 5.46
H 1.15 0.21 5.99
H 1.36 4.28 5.75
H 2.76 4.08 3.64
H 2.80 -1.11 4.40
H 3.40 -0.24 2.97
H 0.53 -1.12 3.58
C 0.75 1.67 0.06
C 0.46 1.11 -1.34
H -0.46 1.55 -1.72
H 1.27 1.37 -2.03
H 1.44 2.52 0.00
H -0.16 2.00 0.55
H 3.04 0.63 -0.24
H 2.94 -0.71 0.91
C -0.05 -1.02 -2.65
H 0.60 -0.59 -3.42
H 0.13 -2.10 -2.61
C -1.52 -0.79 -3.04
C -1.74 -1.29 -4.44
C -2.12 -2.60 -4.68
C -2.29 -3.07 -5.97
C -2.07 -2.23 -7.05
C -1.69 -0.92 -6.83
C -1.52 -0.45 -5.53
H -1.22 0.57 -5.37
H -1.52 -0.26 -7.66
H -2.21 -2.59 -8.05
H -2.59 -4.09 -6.13
H -2.29 -3.26 -3.84
H -1.76 0.27 -2.99
H -2.17 -1.33 -2.36
H -4.29 -0.07 -0.59
H -3.86 1.43 0.24
H -4.76 0.18 1.10
```

Properties
Kohn-Sham gap: 9.78 eV
LUMO: 0.7 eV
SMILES: CCOC(=O)C1(CCc2ccccc2)CCN(C(=O)CCc2cnccn2)CC1

(9)
The following is a quantum chemistry calculation of a structure of composition C2H4N4O2 in a non-equilibrium geometry, from the Open Molecules 2025 dataset.

XYZ file:
```
12
C2H4N4O2, DFT ωB97M-V/def2-TZVPD
C 0.81 -0.33 -0.20
C -0.17 1.59 -0.13
H 2.80 -1.05 -0.29
H 1.69 -1.79 0.75
H -2.97 0.89 -0.32
H -0.79 -1.71 0.82
N 1.84 -1.28 -0.19
N 0.97 0.96 -0.48
N -1.24 0.49 0.44
N -0.31 -0.55 0.51
O -0.43 2.72 -0.32
O -2.20 0.07 -0.60
```

Properties
Kohn-Sham gap: 9.51 eV
LUMO: 0.2 eV

(10)
The following is a quantum chemistry calculation of an isolated molecule of C4H6I2 in a non-equilibrium geometry, from the Open Molecules 2025 dataset.

XYZ file:
```
12
C4H6I2, DFT ωB97M-V/def2-TZVPD
C 0.05 -0.32 1.14
C -1.04 0.90 1.24
C 0.96 -0.32 -0.08
C 0.38 -0.49 -1.49
I -2.75 0.66 0.00
I 2.60 0.96 0.12
H 0.58 -0.33 2.04
H -0.72 -1.20 1.02
H -0.74 1.89 1.16
H 0.51 -1.60 -1.63
H 0.85 0.17 -2.22
H -0.69 -0.31 -1.31
```

Properties
multiplicity: 3
Kohn-Sham gap (spin up / spin down): 8.04 / 8.56 eV
LUMO (spin up / spin down): 0.4 / -1.1 eV

(11)
The following is a quantum chemistry calculation of an isolated molecule of H2OS3 in a non-equilibrium geometry, from the Open Molecules 2025 dataset.

XYZ file:
```
6
H2OS3, DFT ωB97M-V/def2-TZVPD
O -0.81 1.36 0.27
S 1.39 -1.59 -0.20
S -1.62 0.17 -0.28
S -0.46 -1.50 0.86
H -0.30 1.83 -0.42
H 1.79 -0.28 -0.23
```

Properties
Kohn-Sham gap: 8.59 eV
LUMO: -0.4 eV
SMILES: OSSS

(12)
The following is a quantum chemistry calculation of a structure of composition C31H45CrF3O19S in a non-equilibrium geometry, from the Open Molecules 2025 dataset.

XYZ file:
```
100
C31H45CrF3O19S, DFT ωB97M-V/def2-TZVPD
Cr -0.70 2.37 2.39
C 0.47 -0.50 5.09
C 0.04 0.56 4.14
O -1.14 0.74 3.81
O 0.77 1.37 3.55
H 1.26 -1.18 4.74
H -0.39 -1.12 5.36
H 0.83 -0.01 5.99
C -0.07 -1.00 -0.47
F 0.95 -0.19 -0.68
F -0.12 -1.66 -1.62
F 0.12 -1.78 0.58
S -1.52 0.27 -0.17
O -1.41 1.22 -1.30
O -2.70 -0.52 -0.03
O -1.07 0.96 1.03
O 1.67 4.42 -3.81
C 1.56 3.30 -4.27
O 2.33 2.87 -5.27
C 2.18 1.54 -5.51
C 1.01 1.20 -4.81
C 0.74 2.19 -3.72
H 2.99 1.06 -4.95
H 2.12 1.19 -6.54
H 1.31 0.19 -4.51
H 0.13 1.12 -5.45
H 1.04 1.98 -2.69
H -0.32 2.40 -3.77
O -1.05 3.56 0.61
C -1.37 4.51 -0.16
O -2.48 5.32 -0.04
C -2.50 6.41 -0.93
C -1.57 5.91 -2.04
C -0.62 4.89 -1.39
H -2.24 7.37 -0.48
H -3.45 6.41 -1.46
H -0.98 6.66 -2.58
H -2.27 5.47 -2.75
H 0.34 5.29 -1.07
H -0.50 3.98 -1.98
O -1.98 -6.90 0.20
C -1.45 -6.21 -0.64
O -1.98 -5.21 -1.31
C -1.21 -4.91 -2.39
C -0.41 -6.08 -2.66
C -0.15 -6.69 -1.26
H -0.48 -4.19 -2.03
H -1.64 -4.60 -3.34
H 0.54 -5.79 -3.10
H -1.13 -6.72 -3.18
H 0.67 -6.22 -0.71
H -0.11 -7.78 -1.22
O 1.31 2.44 1.04
C 2.40 2.56 0.40
O 2.51 2.58 -0.91
C 3.86 2.86 -1.38
C 4.67 2.40 -0.17
C 3.77 2.67 0.99
H 3.85 3.93 -1.57
H 4.17 2.31 -2.27
H 5.54 3.03 0.04
H 5.13 1.44 -0.41
H 3.89 3.68 1.37
H 3.82 2.02 1.86
O -2.96 2.38 2.11
C -4.09 2.02 1.72
O -5.10 1.87 2.61
C -6.37 1.72 2.04
C -6.26 2.01 0.55
C -4.69 1.87 0.29
H -7.19 2.29 2.47
H -6.67 0.67 2.11
H -6.67 3.00 0.34
H -6.78 1.37 -0.17
H -4.31 2.62 -0.39
H -4.60 0.91 -0.23
O 5.11 -0.94 3.30
C 5.04 -1.37 2.21
O 4.29 -0.76 1.31
C 4.11 -1.57 0.07
C 4.56 -2.92 0.61
C 5.52 -2.74 1.75
H 4.64 -1.22 -0.81
H 3.05 -1.70 -0.16
H 4.88 -3.53 -0.24
H 3.81 -3.57 1.05
H 6.58 -2.50 1.59
H 5.34 -3.52 2.49
O -0.31 -4.46 5.07
C -1.02 -4.14 4.06
O -2.33 -4.48 3.93
C -2.82 -4.40 2.61
C -1.87 -3.42 1.83
C -0.69 -3.37 2.83
H -3.76 -3.85 2.67
H -3.02 -5.37 2.16
H -2.49 -2.52 1.73
H -1.63 -3.66 0.79
H -0.46 -2.38 3.21
H 0.17 -3.74 2.26
```

Properties
multiplicity: 5
Kohn-Sham gap (spin up / spin down): 6.15 / 2.58 eV
LUMO (spin up / spin down): -7.6 / -11.2 eV
net charge: +2

(13)
The following is a quantum chemistry calculation of an isolated molecule of C7H8O in a non-equilibrium geometry, from the Open Molecules 2025 dataset.

XYZ file:
```
16
C7H8O, DFT ωB97M-V/def2-TZVPD
C 2.47 -0.77 -0.04
C 1.23 -0.44 -0.09
C 0.07 -1.28 0.15
C -1.24 -0.50 0.09
C -2.46 -0.78 -0.22
C -0.70 0.90 0.47
C 0.53 0.99 -0.47
H 3.04 -1.63 0.22
H 3.22 -0.11 -0.12
H 0.00 -1.67 1.31
H 0.12 -2.19 -0.44
H -3.21 -0.08 -0.44
H -2.84 -1.81 -0.38
H -0.23 0.72 1.44
H 0.17 0.78 -1.58
O 0.05 2.15 0.08
```

Properties
Kohn-Sham gap: 9.90 eV
LUMO: 0.8 eV
SMILES: C=C1CC(=C)[C@@H]2O[C@@H]12